Entry 1:
# C38H44N3O9PPt

C38H44N3O9PPt as an isolated structure in a non-equilibrium geometry (ωB97M-V/def2-TZVPD, the Open Molecules 2025 dataset).

The LUMO energy comes out at 4.34 eV. The spin multiplicity is 1. The electronic energy is -75559.9516 eV. The HOMO-LUMO gap is 6.52 eV. Its net charge is -2.

Structure (XYZ):
```
96
Properties=species:S:1:pos:R:3:forces:R:3:mulliken_charge:R:1
Pt 0.1043 0.1885 0.4636 -0.418 1.885 0.241 1.717
C -4.1591 0.3101 -0.4692 -0.032 -0.010 -0.118 -0.377
O -4.3808 1.6897 -0.1459 -0.096 -0.125 0.166 -0.534
C -3.3681 2.5962 -0.0782 0.076 -0.004 -0.135 -0.279
C -3.7568 3.9177 -0.0820 0.006 0.115 -0.002 -0.603
C -2.8339 4.9709 0.0171 0.002 -0.145 0.001 -0.841
C -1.4980 4.6674 0.1113 -0.072 0.059 0.013 -0.712
C -1.0707 3.3295 0.1041 0.284 -0.024 0.155 0.515
C 0.3456 3.0666 0.1622 -0.143 0.305 -0.354 -0.913
N 0.9310 1.9264 0.1260 1.161 0.146 0.601 0.801
N 2.3404 2.0138 0.0874 -0.407 -0.083 -0.120 -0.826
C 2.8269 0.8808 0.5130 0.412 0.089 0.041 -0.052
O 2.1616 -0.0826 0.9915 -0.604 -0.986 0.036 -0.497
C 4.3091 0.6818 0.3986 -0.159 0.101 0.191 0.495
C 4.8012 -0.6167 0.4522 0.042 -0.058 0.001 -0.199
C 6.1665 -0.8463 0.3394 -0.025 0.026 0.008 -0.965
C 7.0437 0.2189 0.1818 -0.034 0.007 -0.004 -0.345
C 6.5503 1.5183 0.1333 -0.020 -0.012 0.000 -0.699
C 5.1859 1.7488 0.2356 0.041 0.034 -0.028 -0.435
C -1.9812 2.2606 0.0248 0.120 0.139 -0.058 0.988
O -1.6247 1.0235 0.0251 -1.049 -0.567 -0.181 0.306
H -5.1400 -0.1529 -0.3691 -0.023 0.009 -0.025 0.242
H -3.4392 -0.1710 0.1825 -0.032 -0.009 0.022 -0.065
H -3.8132 0.2052 -1.5000 0.026 0.020 0.002 0.263
H -4.8199 4.1165 -0.1558 0.001 0.007 -0.011 0.473
H -3.1752 5.9981 0.0082 -0.010 -0.001 0.022 0.341
H -0.7532 5.4520 0.1918 0.004 -0.011 -0.042 0.387
H 1.0133 3.9231 0.2016 0.010 -0.001 -0.191 0.331
H 4.0916 -1.4268 0.5707 0.029 0.024 -0.069 0.460
H 6.5443 -1.8610 0.3750 -0.004 -0.001 -0.015 0.409
H 8.1086 0.0385 0.0900 0.002 0.001 0.018 0.365
H 7.2317 2.3533 0.0168 0.001 -0.002 -0.019 0.377
H 4.7788 2.7505 0.1871 0.009 -0.002 -0.003 0.409
C 2.4547 -3.4184 2.3684 0.043 -0.047 -0.042 -1.359
C 1.2368 -3.0218 3.1900 0.051 0.000 0.006 1.761
C 0.5528 -4.2475 3.7811 -0.064 -0.052 -0.069 -1.771
C 1.6159 -2.0354 4.2896 -0.005 0.052 0.017 -1.463
O 0.4043 -2.3065 2.2784 0.096 0.063 0.028 0.492
P -1.1490 -2.3392 2.0019 -0.087 -0.136 -0.509 -0.190
O -1.7465 -3.6827 1.8567 -0.077 0.068 0.026 -0.912
O -1.3365 -1.3378 0.8552 0.759 -0.468 0.520 -0.776
O -1.6829 -1.6596 3.3804 0.013 0.194 0.284 -0.425
C -2.9705 -1.0568 3.5541 -0.023 -0.050 -0.023 2.081
C -4.0570 -1.7750 2.7556 0.023 -0.066 -0.055 -1.516
C -3.2607 -1.1911 5.0437 -0.002 0.030 0.059 -2.117
C -2.8769 0.4131 3.1574 0.047 0.036 -0.093 -1.411
H 3.1719 -3.9606 2.9932 0.016 -0.001 -0.019 0.470
H 2.9228 -2.5218 1.9588 -0.063 -0.020 0.068 -0.090
H 2.1470 -4.0329 1.5204 -0.016 -0.004 0.009 0.379
H 1.2511 -4.7402 4.4634 -0.018 -0.015 0.008 0.458
H 0.2580 -4.9393 2.9928 0.014 0.013 -0.001 0.386
H -0.3494 -3.9688 4.3285 0.027 0.019 0.019 0.229
H 2.3174 -2.4960 4.9913 -0.007 0.012 0.006 0.413
H 0.7208 -1.7160 4.8270 0.004 -0.023 0.015 0.179
H 2.0800 -1.1555 3.8410 0.008 -0.015 -0.013 0.148
H -4.1984 -2.7901 3.1290 0.013 0.001 -0.009 0.398
H -3.7881 -1.8563 1.7035 -0.008 0.068 -0.010 0.165
H -4.9941 -1.2179 2.8350 -0.009 -0.030 0.040 0.471
H -3.3008 -2.2456 5.3221 -0.026 0.004 -0.008 0.416
H -4.2128 -0.7151 5.2945 0.008 -0.010 -0.001 0.413
H -2.4651 -0.7132 5.6189 -0.014 0.010 -0.007 0.365
H -2.4120 0.5009 2.1760 -0.050 -0.016 0.002 0.131
H -2.2580 0.9588 3.8736 0.014 -0.008 -0.015 0.386
H -3.8674 0.8741 3.1185 0.003 0.010 0.055 0.439
C -1.0380 3.9940 -3.7486 0.029 0.013 0.005 -1.664
C 0.1597 3.0883 -3.5894 -0.053 -0.059 -0.006 1.137
C 1.4335 3.6437 -3.6299 0.016 -0.001 0.021 -0.935
C 2.5519 2.8521 -3.4060 -0.040 -0.032 0.020 -0.811
C 2.3979 1.4999 -3.1790 0.013 0.083 -0.015 -0.777
C 1.1283 0.9142 -3.1518 -0.056 -0.229 -0.077 -0.393
N 1.0795 -0.4496 -2.8393 -0.066 0.222 -0.252 0.400
C 0.2051 -1.4148 -3.3165 0.338 0.241 0.025 0.884
C -0.3952 -1.2971 -4.5762 -0.044 -0.040 -0.015 -0.735
C -1.2700 -2.2687 -5.0330 0.009 -0.106 0.082 -0.430
C -1.5249 -3.4007 -4.2621 0.034 0.125 -0.073 -0.843
C -0.8465 -3.5578 -3.0600 0.000 0.050 0.037 -0.618
C 0.0217 -2.5913 -2.5704 -0.066 -0.304 -0.018 -0.008
C 0.8254 -2.8959 -1.2963 0.136 0.043 -0.077 0.069
O 0.9999 -4.0929 -1.0246 -0.094 0.041 0.044 -0.854
O 1.2851 -1.8903 -0.6788 0.309 -0.627 -0.313 -0.244
C -0.0124 1.7184 -3.3352 -0.020 0.107 0.041 1.674
C -1.3981 1.1630 -3.1496 -0.027 0.068 0.066 -1.603
H -0.7273 4.9639 -4.1416 -0.005 0.000 0.011 0.444
H -1.5338 4.1662 -2.7877 -0.001 -0.024 -0.012 0.213
H -1.7833 3.5732 -4.4259 0.012 0.005 -0.020 0.303
H 1.5432 4.7089 -3.8057 0.001 -0.004 -0.015 0.304
H 3.5428 3.2910 -3.3995 -0.002 0.003 0.000 0.350
H 3.2565 0.8674 -2.9872 -0.005 -0.006 -0.026 0.549
H 1.5415 -0.7464 -1.9726 -0.170 -0.093 0.147 0.098
H -0.1581 -0.4354 -5.1898 -0.040 0.018 0.014 0.533
H -1.7466 -2.1440 -5.9998 -0.002 -0.009 -0.009 0.364
H -2.2173 -4.1599 -4.6066 -0.002 0.002 -0.014 0.372
H -0.9667 -4.4489 -2.4564 0.016 -0.003 -0.009 0.450
H -1.4004 0.3912 -2.3818 0.021 -0.050 -0.016 -0.029
H -1.7983 0.7168 -4.0631 -0.017 0.032 -0.001 0.497
H -2.0831 1.9464 -2.8259 0.004 -0.008 0.031 0.616
```
Forces are in eV/Å.



Entry 2:
# C24H34N2O4S

A single C24H34N2O4S molecule in a non-equilibrium geometry (ωB97M-V/def2-TZVPD, the Open Molecules 2025 dataset).

The LUMO energy comes out at 0.41 eV. The spin multiplicity is 1. The electronic energy is -47445.6506 eV. Its SMILES is Cc1ccccc1CS(=O)(=O)Cc1ccc(C(=O)NCCCN2C[C@H](C)C[C@H](C)C2)o1. The HOMO-LUMO gap is 8.34 eV.

Structure (XYZ):
```
65
Properties=species:S:1:pos:R:3:forces:R:3:mulliken_charge:R:1
C 1.8963 1.8657 -2.1851 -0.001 -0.005 0.049 -1.621
C 1.8170 1.9828 -0.6939 0.086 0.075 0.099 1.104
C 2.6135 1.1922 0.1224 -0.043 0.046 -0.011 -0.308
C 2.5591 1.3007 1.5010 0.043 0.082 0.052 -0.771
C 1.7058 2.2177 2.0895 0.037 -0.031 0.062 -0.704
C 0.9087 3.0146 1.2884 0.003 0.098 -0.115 -0.641
C 0.9528 2.9054 -0.0960 0.307 -0.129 0.338 0.522
C 0.0283 3.7114 -0.9333 -0.541 -0.471 -0.106 -1.470
S -1.3418 2.6238 -1.5253 -0.597 0.372 -0.480 0.985
O -1.4623 2.7579 -2.9532 -0.043 0.358 -0.203 -0.749
O -1.1847 1.2908 -1.0111 0.035 -0.060 0.302 -0.482
C -2.8791 3.3544 -0.7765 0.957 -0.571 -0.133 -1.026
C -2.6844 3.3906 0.6808 -0.114 0.829 0.486 0.476
C -2.6293 4.4021 1.6039 -0.123 -0.429 -0.537 -0.621
C -2.2639 3.8012 2.8301 0.073 -0.889 0.055 -0.767
C -2.1079 2.4646 2.5702 -0.065 1.125 0.550 0.845
C -1.6027 1.3459 3.3985 -0.116 -0.318 -0.282 -0.021
O -1.2754 1.4792 4.5621 0.028 0.247 0.109 -0.708
N -1.5478 0.1928 2.7026 -0.049 -0.156 -0.374 -0.045
C -0.9144 -1.0128 3.1757 0.263 -0.247 0.238 -1.197
C 0.2544 -1.4181 2.2765 -0.387 0.023 -0.087 0.317
C -0.1966 -1.7422 0.8466 0.294 0.042 0.373 -0.504
N 0.9502 -2.0576 0.0138 0.079 0.126 -0.017 0.534
C 1.3390 -3.4539 0.0176 -0.225 -0.115 -0.007 -1.357
C 0.4422 -4.3636 -0.8407 0.300 -0.061 -0.089 1.299
C 0.9651 -5.7959 -0.8317 -0.186 0.260 0.086 -1.814
C 0.3730 -3.8043 -2.2630 -0.391 0.169 0.371 -1.551
C -0.0858 -2.3457 -2.2434 0.350 0.037 -0.210 1.186
C -0.1267 -1.7426 -3.6425 -0.106 -0.068 0.318 -1.786
C 0.8630 -1.5459 -1.3394 -0.316 -0.084 -0.081 -0.399
O -2.3782 2.2204 1.2677 -0.070 -0.188 0.103 -0.217
H 2.5287 1.0285 -2.4670 0.021 -0.049 -0.076 0.386
H 2.3190 2.7746 -2.6162 0.012 0.034 -0.104 0.429
H 0.9084 1.7168 -2.6171 0.046 -0.079 -0.185 0.240
H 3.2785 0.4708 -0.3273 0.068 -0.101 -0.086 0.277
H 3.1879 0.6721 2.1137 0.042 -0.075 0.056 0.357
H 1.6490 2.3088 3.1635 0.002 0.007 0.123 0.408
H 0.2517 3.7406 1.7451 -0.113 0.054 0.021 0.722
H -0.4519 4.5077 -0.3715 0.028 0.126 0.045 0.655
H 0.4816 4.1026 -1.8396 -0.083 0.021 -0.117 0.592
H -3.6702 2.6730 -1.0824 -0.012 -0.074 -0.139 0.354
H -3.0258 4.3358 -1.2137 -0.007 0.087 0.006 0.394
H -2.8342 5.4392 1.4307 -0.037 0.213 -0.119 0.519
H -2.1225 4.2822 3.7755 0.077 0.025 0.240 0.581
H -1.7731 0.2269 1.7196 -0.027 0.136 0.092 0.349
H -1.6564 -1.8199 3.2080 0.069 0.038 0.102 0.357
H -0.5698 -0.8114 4.1927 -0.099 -0.098 -0.092 0.525
H 0.7452 -2.2886 2.7132 0.059 -0.054 0.025 0.431
H 0.9799 -0.6061 2.2306 0.005 -0.042 0.020 -0.388
H -0.9376 -2.5560 0.8779 -0.077 0.055 -0.052 -0.113
H -0.6780 -0.8635 0.4123 -0.064 -0.033 -0.041 0.234
H 1.3514 -3.8095 1.0502 0.082 -0.059 0.024 0.315
H 2.3633 -3.5075 -0.3678 0.057 -0.121 0.019 0.439
H -0.5691 -4.3600 -0.4178 -0.001 0.031 -0.009 0.179
H 0.3266 -6.4393 -1.4337 -0.022 -0.112 -0.053 0.411
H 0.9917 -6.1891 0.1825 0.036 -0.119 0.098 0.435
H 1.9728 -5.8346 -1.2405 0.141 -0.036 -0.055 0.368
H -0.3091 -4.4077 -2.8680 0.034 -0.047 -0.075 0.456
H 1.3648 -3.8621 -2.7204 0.116 -0.020 -0.084 0.261
H -1.0925 -2.2963 -1.8135 -0.020 -0.010 0.047 0.220
H 0.8658 -1.7481 -4.0894 0.136 0.007 -0.091 0.352
H -0.7955 -2.3105 -4.2861 -0.048 -0.023 -0.122 0.459
H -0.4802 -0.7149 -3.5963 -0.035 0.150 -0.088 0.323
H 0.5410 -0.5053 -1.2925 0.079 0.054 -0.050 -0.732
H 1.8714 -1.5810 -1.7668 0.052 0.050 -0.141 0.693
```
Forces are in eV/Å.



Entry 3:
# C26H40B2BrClIN3O12P

C26H40B2BrClIN3O12P as an isolated structure in a non-equilibrium geometry (ωB97M-V/def2-TZVPD, the Open Molecules 2025 dataset).

The LUMO energy comes out at -3.95 eV. The spin multiplicity is 1. The electronic energy is -157941.2306 eV. The HOMO-LUMO gap is 7.29 eV. Its net charge is +1.

Structure (XYZ):
```
87
Properties=species:S:1:pos:R:3:forces:R:3:mulliken_charge:R:1
C -2.4762 1.2102 2.0965 -0.633 -0.516 -0.440 -1.038
C -1.2453 1.0481 1.0659 0.072 0.362 -0.481 0.697
B -0.8133 -0.5049 1.0141 -3.352 1.522 -0.961 -0.568
O -1.9598 -1.3704 0.7135 3.129 1.135 -0.684 -0.560
N 0.6356 -1.0653 1.0006 -1.037 0.619 0.200 1.452
B 0.2785 -2.4318 1.5622 -0.465 -5.985 2.269 0.948
N -0.4726 -2.6131 2.8862 0.356 1.982 -1.249 -0.472
O 0.4239 -3.7661 1.0205 -0.431 2.481 -1.577 -0.592
C 1.2402 -0.8974 -0.4097 1.204 0.349 -3.058 2.297
C 0.2408 -0.3768 -1.5918 -1.333 0.622 -0.701 -1.037
C 0.8841 -0.2656 -3.0704 -0.815 0.284 -1.104 -0.207
C 0.1609 -1.2320 -4.1725 1.797 0.251 -0.592 -0.257
C 0.5821 -0.6212 -5.6342 -0.384 -0.438 0.154 -0.668
N 2.0122 -0.2207 -5.7237 -0.700 -0.103 0.112 -0.558
C 1.7908 -2.2285 -1.1539 2.097 -2.205 1.400 -1.670
O 0.7724 -3.0740 -1.7366 -1.768 2.879 0.890 -0.074
O 1.4506 -4.1816 -2.1675 1.680 -2.244 -0.817 -0.560
C 2.4756 0.1783 -0.1615 1.523 1.308 0.123 -1.556
I 2.1746 2.2222 -1.0670 -1.123 -0.234 -0.170 0.187
C 3.8982 0.0084 -0.8661 0.527 0.378 -0.762 -1.103
C 4.8298 -1.2435 -0.7008 1.363 -0.440 -0.846 -0.344
C 5.5157 -1.5571 -2.1542 -0.393 -1.279 0.732 -0.493
O 6.8664 -2.0208 -1.9097 -0.776 -0.289 -0.435 -0.565
C 2.6577 0.6167 1.4074 -0.780 -3.060 -0.661 1.259
Cl 4.2259 0.0210 2.2765 0.980 4.200 -1.473 -0.080
P 2.7963 2.3765 2.0330 3.469 2.873 7.136 0.891
O 3.2007 2.2449 3.5351 -2.055 0.068 -4.527 -0.730
O 1.4982 3.4152 2.0702 0.915 -1.482 -1.413 -0.543
O 4.2130 3.1851 1.4306 -3.638 -0.568 -0.774 -0.503
C 1.5876 -0.4921 2.0506 2.520 0.883 2.264 -0.744
Br 2.9084 -2.0448 2.1211 -3.695 -3.400 -0.077 0.073
C 1.1726 -0.1819 3.5467 -1.824 0.534 4.974 0.505
C 0.3334 1.0652 4.0216 0.578 -1.629 1.841 0.258
C -0.0693 1.3628 5.4881 1.804 -2.687 -0.208 -1.059
C 0.3810 0.4518 6.6468 1.207 -1.254 -4.298 -0.527
C 1.2032 -0.7934 6.2515 -1.141 2.296 -2.295 -0.717
C 1.5645 -1.1140 4.7580 -1.578 2.460 1.410 -0.594
H -3.4459 1.1954 1.4739 1.456 0.020 1.004 0.222
H -2.5202 0.2710 2.7574 0.018 1.777 -0.586 0.250
H -2.4799 2.1878 2.6851 0.255 -1.512 -0.696 0.291
H -0.3745 1.7653 1.2180 -1.194 -0.845 -0.027 -0.464
H -1.6775 1.3047 0.0185 0.812 -0.438 1.522 0.291
H -2.2660 -1.0041 -0.1594 -0.202 -0.507 1.190 0.340
H 0.0309 -3.2906 3.4728 -0.568 0.356 -0.479 0.192
H -1.4457 -2.8926 2.7143 0.613 0.011 0.264 0.258
H -0.4584 -4.0067 0.6430 1.007 -0.049 0.418 0.287
H -0.6745 -1.0689 -1.7571 1.690 0.728 0.749 0.699
H -0.2100 0.6572 -1.4324 0.784 -1.378 0.418 -0.035
H 0.6753 0.7900 -3.5098 0.290 -1.550 1.167 0.501
H 2.0162 -0.3563 -3.1236 -1.612 -0.096 0.240 -0.339
H -0.9689 -1.2961 -4.0292 1.531 0.139 -0.165 0.267
H 0.6330 -2.2855 -4.1711 -0.950 1.557 0.345 0.076
H -0.0483 0.3005 -5.8761 0.789 -1.321 0.270 0.342
H 0.4157 -1.4268 -6.4436 -0.034 1.311 1.306 0.318
H 2.1858 0.7373 -5.4018 -0.001 -0.828 -0.024 0.298
H 2.6483 -0.9068 -5.3015 -0.383 0.597 -0.247 0.232
H 2.3562 -2.9463 -0.4377 -1.024 1.454 -0.858 0.570
H 2.5667 -2.0397 -1.9695 -1.194 0.504 1.066 0.430
H 0.8451 -4.7280 -2.7205 -0.006 1.038 0.595 0.335
H 3.7350 0.1991 -1.9990 0.179 -0.556 1.845 0.513
H 4.5159 0.9360 -0.5394 -1.064 -1.607 -0.390 0.569
H 4.3938 -2.2304 -0.3495 0.237 1.504 -0.322 0.147
H 5.7169 -1.0033 -0.0053 -1.505 -0.321 -1.070 0.426
H 5.5092 -0.6511 -2.8495 0.239 -1.177 1.036 0.256
H 4.9642 -2.4435 -2.6591 0.466 1.707 0.599 0.233
H 6.8869 -3.0019 -1.9596 -0.075 1.101 0.008 0.352
H 0.9276 3.4818 1.2793 0.536 -0.009 0.177 0.350
H 3.9047 4.0122 0.9720 0.563 -0.955 0.399 0.367
H -0.0354 1.8420 3.2868 0.685 -1.222 0.979 0.416
H -0.7174 2.2793 5.7503 1.275 -1.594 -0.784 0.316
H 0.1478 0.6328 7.7441 0.239 -0.101 -1.787 0.359
H 1.5385 -1.4864 7.1099 -0.472 1.080 -1.848 0.322
H 2.1303 -2.0913 4.6701 -0.768 1.557 -0.280 0.260
C -6.6818 1.4011 -2.1000 0.578 0.079 0.154 -0.985
C -7.9713 1.7065 -1.9326 -0.663 -0.964 -1.059 0.371
C -8.4043 2.7305 -0.9384 -0.266 0.577 0.566 0.895
O -9.5863 2.9975 -0.8252 0.290 -0.325 -0.271 -0.579
C -7.3699 3.3782 -0.1237 -0.252 -0.033 -0.061 -0.746
C -6.0828 3.0696 -0.2900 0.359 0.779 0.859 0.310
C -5.6482 2.0660 -1.3027 -0.145 -0.544 -0.602 0.975
O -4.4572 1.8221 -1.4385 0.011 0.171 0.371 -0.597
O -5.1100 3.6600 0.4600 -0.319 -0.813 -0.851 -0.597
O -8.9415 1.0960 -2.6633 0.601 0.959 1.048 -0.555
H -6.3542 0.6619 -2.8189 -0.035 0.039 0.008 0.426
H -7.6978 4.1063 0.6062 0.011 -0.015 -0.031 0.436
H -4.2713 3.2693 0.1477 -0.127 0.133 0.039 0.300
H -9.7833 1.4893 -2.3585 0.048 -0.092 -0.107 0.353
```
Forces are in eV/Å.